115
Properties=species:S:1:pos:R:3 method="wB97M-V/def2-TZVPD" energy_ev=-86309.6209 homo_energy_ev=-5.93 de_lowest_kcal_mol=0.0 total_charge=-1 lumo_energy_ha=0.0701 spin_multiplicity=1 fmax_ev_per_a=0.64
H -8.986 -3.641 -2.447
H 4.500 5.600 1.284
C -5.062 -0.578 -1.531
C 2.433 -5.492 3.652
H -0.381 2.687 2.509
C 0.081 -4.908 1.704
O 0.557 -4.683 0.397
H -6.849 -6.044 -0.244
H -1.122 -2.440 -5.317
C -7.742 -2.112 -1.663
C 0.471 2.038 2.279
H 4.814 7.775 3.354
H 1.991 -5.645 4.642
H 0.901 0.124 1.489
H -9.110 -3.471 -0.689
N -0.787 0.076 -5.811
H 0.235 3.525 -0.128
H 1.153 1.432 -1.370
H 0.698 -1.459 0.033
O -1.362 0.678 -8.158
H 4.128 -6.614 4.263
O -4.012 -1.465 -1.159
H 0.281 4.461 1.386
C 2.847 7.361 3.633
H 8.222 7.456 2.317
H -6.771 -4.464 0.546
H -5.386 -0.764 -2.557
N 4.239 7.353 4.070
H 4.340 5.731 5.372
C 0.002 0.715 1.720
H 0.163 -5.973 1.962
S -1.868 -0.152 -7.103
H 6.582 6.859 5.301
H 1.708 4.384 0.338
C -4.268 -2.825 -1.425
H -0.501 1.583 -0.042
C 6.283 6.085 4.585
O 0.698 -0.556 -1.816
H 2.667 -3.909 2.405
H 1.871 -5.351 -0.987
H 0.051 -4.088 3.670
H -3.302 -3.326 -1.509
H -4.821 -3.312 -0.613
N -7.101 -1.701 -0.423
C 1.826 -5.224 0.094
H -3.516 -1.473 -5.314
H -1.808 -0.045 -1.018
C 0.675 -3.999 2.774
H 4.640 -3.739 1.805
H -8.507 -1.375 -1.927
C 0.862 3.815 0.721
C -0.096 -2.181 -5.099
H 2.657 5.429 2.613
H 0.567 -2.972 2.418
H 1.334 6.556 2.398
H 2.223 7.087 4.491
C 3.931 -5.658 3.769
H 1.975 -6.198 0.570
C 7.518 7.542 3.142
H 4.931 7.331 1.272
H 0.574 -2.953 -5.454
H 0.490 1.500 -5.044
H 2.375 0.498 -2.233
H 6.766 8.292 2.872
H -4.620 0.420 -1.541
H 5.911 -4.190 2.965
H 6.602 5.119 4.983
H -5.784 -0.376 0.459
H 4.364 -4.865 4.388
H -0.541 0.183 2.510
N 2.067 -4.169 3.175
H 2.641 -4.552 0.380
O 4.575 -5.712 2.506
O -7.484 -4.531 -1.420
C 1.621 0.444 -1.448
C -0.008 -1.142 -0.747
H -0.987 -4.681 1.663
H -6.586 -2.479 -0.036
H -1.761 -1.002 0.442
C 2.423 6.490 2.458
C 5.292 -4.554 2.139
H -8.342 -5.268 0.320
H -1.144 2.071 -5.362
H -0.440 -2.058 -1.154
C 4.228 6.584 0.892
C 4.781 6.050 4.423
H 2.596 8.394 3.379
H 8.057 7.892 4.028
S -4.236 -0.444 -5.798
O 2.886 6.912 1.192
O 1.385 2.705 1.420
H 1.006 1.842 3.213
C -0.328 1.463 -5.739
O 6.963 6.263 3.351
C 0.271 -0.872 -5.712
C -6.210 -0.546 -0.534
N -3.188 0.470 -6.556
O -1.868 -1.581 -7.296
O -5.177 -1.024 -6.718
O 1.412 -0.580 -6.009
H -7.044 -2.169 -2.507
C -1.166 -0.332 -0.186
C -8.412 -3.460 -1.534
H -4.812 -2.960 -2.364
H 2.066 -6.299 3.002
H 4.552 5.276 3.679
H -0.011 -2.055 -4.023
H 5.941 -4.827 1.309
H -6.824 0.330 -0.767
C -7.361 -5.090 -0.134
H 4.319 6.563 -0.193
N -0.880 0.882 0.580
H 0.007 1.834 -6.702
H 2.119 0.206 -0.503
O -4.770 0.242 -4.640

---

14
Properties=species:S:1:pos:R:3 method="wB97M-V/def2-TZVPD" energy_ev=-14926.8213 homo_energy_ev="-2.58 / -1.93" de_lowest_kcal_mol=104.1 total_charge=-1 lumo_energy_ha="0.1264 / 0.1263" spin_multiplicity=1 fmax_ev_per_a=5.18
C 1.956 -0.349 -0.155
N -0.402 0.344 0.150
H 2.088 -2.166 -1.203
H -0.925 -0.369 2.105
O 2.642 -1.436 -0.726
C -1.494 -0.036 -1.832
C 0.606 -0.138 -0.602
C -0.524 0.567 1.531
O -1.662 -0.780 -2.757
C -1.630 0.506 -0.568
O 2.565 0.617 0.297
O -2.570 1.111 -0.041
H -1.121 1.390 1.732
H 0.471 0.738 2.070

---

24
Properties=species:S:1:pos:R:3 method="wB97M-V/def2-TZVPD" energy_ev=-13522.9697 homo_energy_ev=-9.19 de_lowest_kcal_mol=61.2 lumo_energy_ha=0.0245 spin_multiplicity=1 smiles="NCCCC[C@H](N)C(=O)O" fmax_ev_per_a=3.99
H 0.554 -0.004 -3.891
H 0.333 -1.414 0.144
H 2.048 -1.339 0.491
H 1.664 1.121 1.204
H 0.036 0.136 -1.208
C 1.057 -0.127 -1.074
N -0.669 2.003 1.951
H 0.213 2.391 2.406
O -1.874 -0.766 -0.161
C 1.155 -0.771 0.259
C 1.465 -0.906 -2.286
C -0.389 1.024 0.976
N 1.554 -0.031 -3.563
C 0.948 0.368 1.314
C -1.576 -0.100 0.802
H 1.650 0.786 -1.177
H 0.829 -1.756 -2.414
O -1.960 -0.538 2.035
H -1.252 1.521 2.609
H -2.805 -1.067 2.009
H 2.496 -1.346 -1.924
H -0.277 1.406 -0.015
H 1.021 -0.050 2.347
H 2.003 -0.686 -4.226

---

46
Properties=species:S:1:pos:R:3 method="wB97M-V/def2-TZVPD" energy_ev=-126760.1885 homo_energy_ev=3.56 de_lowest_kcal_mol=144.0 total_charge=-3 lumo_energy_ha=0.2152 spin_multiplicity=1 fmax_ev_per_a=8.90
C -2.102 1.238 -0.205
H -1.340 0.725 -2.373
O 0.585 0.267 4.479
H 4.126 2.397 -1.821
O 1.253 -3.677 -1.294
O -0.688 1.210 -0.658
O 1.221 -3.787 2.412
N -1.702 -0.856 1.048
O 2.579 -1.736 -2.228
C -3.999 -0.321 0.333
O 1.135 -1.467 1.551
F 0.430 -3.293 -4.275
O -1.571 0.145 3.863
H 0.444 1.142 -2.507
H -2.428 -0.679 -0.927
O 0.070 0.950 2.291
H -4.325 0.193 1.238
H 3.802 0.450 -0.375
C 2.962 1.106 -0.601
O 1.851 1.169 0.384
H 1.838 2.127 0.453
H -2.128 -0.772 1.960
F -1.099 -3.000 -2.816
O 2.389 -2.018 3.529
O 2.371 3.335 -1.293
Zn 0.166 -0.106 0.665
H -0.777 2.355 -2.491
C -2.512 -0.191 0.044
O -0.554 2.335 4.179
C 3.475 2.523 -0.956
H -4.390 -1.320 0.524
C -0.023 -2.482 -3.359
H 4.149 3.037 -0.270
S 1.222 -2.368 2.725
H 2.574 0.619 -1.496
H -2.208 1.904 0.651
O -0.024 -2.207 3.505
H -1.863 -1.836 0.867
S 1.214 -2.283 -1.803
C -0.525 1.382 -2.069
F -0.475 -1.387 -3.772
H 1.984 3.535 -0.438
O 0.551 -1.304 -0.910
H -2.628 1.811 -0.968
S -0.416 1.006 3.659
H -4.609 0.127 -0.451

---

15
Properties=species:S:1:pos:R:3 method="wB97M-V/def2-TZVPD" energy_ev=-7828.0486 homo_energy_ev=-9.59 de_lowest_kcal_mol=98.5 lumo_energy_ha=0.0349 spin_multiplicity=1 smiles="O=CC[C@H]1CN1.[H][H]" fmax_ev_per_a=0.88
H 1.344 2.552 0.991
H 0.288 1.547 -1.353
C 1.258 0.269 0.144
N -1.740 -0.645 0.126
C 0.096 0.964 -0.436
H -2.543 -0.921 -0.418
H 1.923 -0.138 -0.642
H -0.561 -0.713 -1.757
H -0.893 -2.602 -0.304
O 1.387 -0.001 1.317
C -0.583 -0.431 -0.708
H -0.530 1.543 0.249
C -0.703 -1.647 0.198
H -0.169 -1.748 1.143
H 1.426 1.973 1.451

---

127
Properties=species:S:1:pos:R:3 method="wB97M-V/def2-TZVPD" energy_ev=-154556.9891 homo_energy_ev="-0.28 / -0.95" de_lowest_kcal_mol=0.0 total_charge=-2 lumo_energy_ha="0.1325 / 0.1325" spin_multiplicity=2 fmax_ev_per_a=0.64
H -0.798 0.380 5.640
C -0.051 -0.466 -3.261
Cl -4.139 4.626 6.961
H -2.224 -3.752 -2.598
Cl 6.743 -2.277 7.726
C -2.571 -1.700 -0.709
H -6.387 -4.258 -1.569
C -2.697 0.870 -0.653
C 2.677 1.715 -3.490
C 0.710 -2.929 -1.313
H -7.126 -0.617 1.685
C 4.945 -0.855 6.264
C 2.908 5.742 -2.080
C -1.370 -3.375 -2.060
C 1.988 4.878 -1.484
C -0.562 0.859 -3.746
H 0.333 -4.346 -2.999
H 4.023 -3.846 4.020
C -1.579 2.105 -5.575
N -0.148 -2.172 -0.502
C -6.088 -0.865 1.871
Cl -7.634 -2.907 -3.743
H -0.736 4.182 -3.059
C -5.402 -1.458 -3.203
H -2.036 2.108 -6.557
H -2.389 -1.759 2.498
C 4.191 -5.022 -4.325
H 4.783 -6.441 -2.836
C 2.079 -3.000 -1.213
C -2.731 -0.487 0.143
C -2.236 2.434 1.023
H 0.084 5.508 -0.623
C -0.509 0.052 3.477
C -1.422 3.291 -4.871
H 0.858 -0.726 -3.812
C -3.774 -0.763 1.194
C -5.109 -0.457 0.971
H -5.390 0.083 0.075
C -1.435 1.017 2.938
H 2.269 -2.306 -3.795
C -0.432 2.055 -3.041
H 0.180 -0.465 -2.200
H -2.127 5.156 5.007
H 4.890 -3.135 -0.424
C 3.748 5.319 -3.099
C -3.245 1.983 0.075
N -1.276 0.714 -0.719
H 3.566 -5.262 -1.021
C -5.737 -1.596 2.994
C 2.829 -3.704 -2.284
H 4.668 7.255 -3.300
H 3.670 1.381 -3.797
C 4.137 -2.744 0.243
N 0.425 -0.659 2.748
C -1.435 -2.369 -1.001
C -3.331 3.577 5.804
H -1.262 -0.012 -5.566
C 4.232 -5.533 -3.039
Te 0.166 2.372 -1.005
C 3.649 3.998 -3.510
H 2.029 1.686 -4.370
H -4.116 -2.492 4.086
C -0.076 -3.666 -2.269
H 3.526 0.245 5.096
C -4.402 -1.920 3.211
C -0.852 3.255 -3.610
H 2.294 1.000 -2.764
C -2.070 1.912 3.941
C -4.233 -1.195 -2.501
C -3.026 1.418 4.832
C -3.816 -2.022 -1.458
H -0.785 -1.255 -3.437
C 0.933 -0.818 4.968
C -3.428 -1.506 2.319
H 5.198 -2.442 2.157
C -4.611 -3.118 -1.129
H 5.769 5.906 -3.579
C 1.382 -1.112 3.674
C -1.150 0.916 -5.013
O -3.291 1.846 -1.459
C -3.658 2.232 5.759
Al 0.494 -0.962 0.851
H 3.472 -3.480 -5.625
H -4.274 1.921 0.408
C 4.286 -3.005 4.648
C 2.735 3.116 -2.939
C 4.003 -0.714 5.257
C -0.240 -0.085 4.844
H -4.407 1.833 6.429
C -5.775 -3.404 -1.827
H 1.489 6.430 -0.088
C 3.029 -1.970 2.042
C 4.745 6.256 -3.729
H 1.191 4.808 0.536
H -6.497 -1.915 3.697
Cl 5.048 -5.855 -5.609
C 5.553 -2.085 6.450
H 2.976 6.769 -1.729
H 5.213 -0.018 6.893
C -2.380 4.106 4.954
C 4.294 -2.395 1.572
H -4.306 -3.750 -0.303
C 3.550 -4.871 -2.030
H 4.305 3.635 -4.297
H -5.719 -0.812 -4.011
H -0.993 3.676 3.388
H 4.587 6.342 -4.807
C 3.488 -3.867 -4.616
H 1.452 -1.069 5.879
N 2.122 -2.007 1.007
C 2.783 -2.545 -0.077
C -1.755 3.266 4.040
H 5.716 -4.122 5.809
H -3.282 0.369 4.786
H -2.362 3.332 1.612
C -1.668 1.279 1.605
H -1.749 4.234 -5.291
C 2.819 -3.215 -3.589
C 5.236 -3.165 5.648
C 3.650 -1.782 4.428
C -6.157 -2.564 -2.858
H -3.636 -0.331 -2.767
N -1.380 0.116 0.640
S 1.689 0.866 -0.040
C 1.884 3.553 -1.919
C 2.652 -1.627 3.348
C 1.141 5.432 -0.358

---

57
Properties=species:S:1:pos:R:3 method="wB97M-V/def2-TZVPD" energy_ev=-42873.7974 homo_energy_ev=-6.88 lumo_energy_ha=-0.0789 spin_multiplicity=1 fmax_ev_per_a=1.46
H 1.803 -3.877 4.087
H -1.386 3.802 -3.581
C -0.825 4.118 -2.650
C 1.750 -0.902 -2.387
H -2.171 5.205 -1.472
H 1.026 -0.015 -6.155
H -1.753 -2.537 0.709
C -0.902 1.067 1.433
H -1.634 3.097 1.475
C 1.098 3.177 -3.520
C 1.463 -3.221 3.292
C -0.204 -1.316 2.801
C 1.446 -1.224 0.816
H 0.510 3.223 -4.446
H 2.060 -0.717 1.551
H 2.226 -2.445 3.213
C -0.748 -0.108 0.693
C -0.992 -3.660 3.566
N 2.701 -1.202 -1.835
H -0.408 5.124 -2.844
H 1.759 -1.077 -5.147
H -0.800 -2.188 5.541
H 0.437 -0.517 3.167
H -0.897 4.411 -0.548
H 0.526 -1.083 5.212
O -2.550 3.289 -1.008
C -0.032 -1.367 1.273
H 2.833 1.900 -3.937
H -0.613 -4.523 3.022
C -1.967 2.205 -0.417
C -0.672 -2.589 0.617
C 0.114 -2.576 3.619
C -1.238 -0.083 -0.614
S 0.803 0.647 -4.107
H -1.217 -4.036 4.559
C 1.880 1.883 -3.419
H -1.224 -1.022 3.049
C 0.197 -2.113 5.112
H -0.350 -3.525 1.066
H 1.839 -2.213 0.585
H -1.169 -0.950 -1.255
H 1.448 -3.739 2.336
H -1.908 -3.324 3.089
F -2.884 3.143 -3.636
H 2.053 1.683 -2.361
C -1.841 1.040 -1.166
H -0.555 1.133 2.449
C -1.505 2.198 0.887
O 0.631 -0.552 -2.975
O 0.314 3.242 -2.401
H 1.828 3.997 -3.552
N 1.649 -0.084 -5.351
H -2.203 1.037 -2.185
H 1.444 -0.673 -0.120
H 0.814 -2.811 5.671
H -0.399 -2.638 -0.432
C -1.608 4.284 -1.368

---

11
Properties=species:S:1:pos:R:3 method="wB97M-V/def2-TZVPD" energy_ev=-14267.4937 homo_energy_ev=-8.01 de_lowest_kcal_mol=94.8 lumo_energy_ha=-0.0041 spin_multiplicity=1 fmax_ev_per_a=3.95
C 0.278 0.381 0.165
H 0.780 2.422 0.757
I 3.941 2.211 0.083
C -0.807 -0.553 0.294
H -0.554 -1.343 1.005
H -1.687 -0.016 0.655
H 2.141 -0.275 -1.721
C 1.007 1.486 0.263
H -1.057 -1.005 -0.668
N 2.116 1.322 -0.525
N 2.137 -0.091 -0.716

---

14
Properties=species:S:1:pos:R:3 method="wB97M-V/def2-TZVPD" energy_ev=-11203.6880 homo_energy_ev=-9.64 de_lowest_kcal_mol=301.8 lumo_energy_ha=-0.0136 spin_multiplicity=1 fmax_ev_per_a=10.73
C 1.554 0.426 0.411
N -1.121 0.506 -0.369
H 1.287 -0.259 1.632
O 0.708 -1.583 -0.278
N -1.471 -0.711 0.496
C -2.313 1.336 -0.182
H -2.376 2.255 -0.639
H 1.614 2.356 1.474
N 1.309 -0.325 -0.780
H -0.739 -2.331 0.936
N 2.020 1.633 0.178
C -0.488 -1.564 0.264
H -3.802 1.231 0.430
H 0.667 0.497 -1.251